[1]
C13H32F3NO4P2 | wB97M-V/def2-TZVPD

ORCA input file:
```
! RIJCOSX wB97M-V def2-TZVPD def2/J DEFGRID3
* xyz 0 1
C -0.5336 1.1088 1.9113
N -0.2958 1.3288 0.4848
C 0.2399 0.1392 -0.1638
C -1.3535 1.9756 -0.1401
O -1.9413 2.8798 0.4201
C -1.7656 1.6428 -1.5752
P -2.7270 0.0719 -1.7996
P -1.3529 -0.6815 -3.4596
O -1.4711 0.2100 -4.6491
C -4.1130 0.5828 -0.5385
F -5.2533 -0.0959 -0.8845
F -4.4210 1.8996 -0.5166
F -3.7972 0.1997 0.7361
H -1.2382 0.2967 2.0531
H -0.8541 2.0124 2.3979
H 0.4067 0.8174 2.3621
H -0.4879 -0.6575 -0.2796
H 1.0300 -0.2680 0.4523
H 0.7058 0.3961 -1.1029
H -0.8931 1.6011 -2.2186
H -2.3575 2.4852 -1.8915
H -3.7330 0.0236 -2.7981
H -2.5106 -1.0817 -0.9971
H -0.0103 -0.7759 -3.0216
H -1.7087 -2.0248 -3.7552
C -1.8110 -2.2707 3.2244
C -1.2926 -3.1157 2.0741
O 0.0134 -3.6189 2.2676
C 0.1821 -4.4797 3.3796
C -0.6598 -5.7424 3.3139
H -1.0975 -1.4854 3.4730
H -2.7611 -1.8098 2.9504
H -1.9790 -2.8624 4.1249
H -1.2261 -2.5006 1.1744
H -1.9922 -3.9283 1.8474
H -0.0052 -3.9399 4.3146
H 1.2389 -4.7449 3.3753
H -1.7262 -5.5281 3.4006
H -0.3912 -6.4128 4.1300
H -0.4976 -6.2603 2.3681
C 5.3656 2.5483 -1.2081
C 4.4788 2.2215 -2.3976
O 3.1594 1.8516 -2.0439
C 2.4069 2.8327 -1.3529
C 2.1919 4.1143 -2.1395
H 5.3521 1.7310 -0.4860
H 6.3921 2.7046 -1.5397
H 5.0428 3.4550 -0.6944
H 4.8834 1.3605 -2.9290
H 4.4656 3.0548 -3.1089
H 2.8560 3.0463 -0.3763
H 1.4453 2.3677 -1.1524
H 3.1228 4.6635 -2.2877
H 1.5033 4.7691 -1.6053
H 1.7752 3.8927 -3.1229
*
```

Values from the calculation:
LUMO level = 0.0175 hartree
SMILES string = CN(C)C(=O)C[PH2]([PH2]=O)C(F)(F)F.CCOCC.CCOCC
HOMO-LUMO gap = 9.400 eV
E_HOMO = -8.92 eV

[2]
C15H35BrNO3PSi | wB97M-V/def2-TZVPD

ORCA input file:
```
! RIJCOSX wB97M-V def2-TZVPD def2/J DEFGRID3
* xyz 0 1
C 4.1248 -1.4542 1.4833
C 4.0241 -1.3482 -0.0818
C 2.5017 -1.2789 -0.4438
C 2.0796 0.0901 -1.0956
C 0.9174 0.8051 -0.3443
C -0.4957 0.5598 -0.9979
C -1.5531 0.7676 0.1367
C -2.9315 1.2857 -0.3603
C -3.9509 0.1500 -0.7634
Si -5.6456 0.2550 0.0786
C -7.1332 -0.2602 -1.0195
Br -6.6594 -0.6985 -2.8817
C -7.9696 -1.4139 -0.3423
C -7.2617 -2.8018 -0.5648
P -6.1542 2.2690 0.8655
O -5.1855 2.6037 2.2151
O -7.7131 2.0347 1.5406
H 5.1593 -1.5084 1.8372
H 3.5441 -2.3552 1.7581
H 3.5809 -0.5870 1.8981
H 4.5986 -0.4911 -0.4695
H 4.4854 -2.2643 -0.4980
H 1.9132 -1.3787 0.4855
H 2.2258 -2.1044 -1.1274
H 1.8779 0.0053 -2.1765
H 2.9679 0.7504 -1.0001
H 1.0802 1.8966 -0.3124
H 0.8823 0.4420 0.7014
H -0.5678 -0.4502 -1.4334
H -0.6035 1.3468 -1.7664
H -1.1353 1.5683 0.7830
H -1.6431 -0.1157 0.7952
H -3.3401 1.9192 0.4554
H -2.8413 1.9611 -1.2325
H -4.0253 0.1603 -1.8670
H -3.4637 -0.8185 -0.5229
H -5.6312 -0.7234 1.2002
H -7.8283 0.6031 -1.0742
H -8.9462 -1.3948 -0.8594
H -8.1541 -1.1944 0.7219
H -7.3173 -3.3534 0.3889
H -6.2156 -2.6930 -0.8860
H -7.8539 -3.3503 -1.3120
H -5.2385 3.5500 2.3376
H -7.5595 1.3985 2.2487
C 8.6374 0.9697 -1.1715
N 7.4829 0.9490 -0.2947
C 7.4269 0.5927 1.0172
C 8.7107 0.1582 1.6778
O 6.3667 0.6295 1.6205
H 8.7805 1.9849 -1.5470
H 8.4532 0.3043 -2.0174
H 9.5394 0.6506 -0.6592
H 6.5910 1.2281 -0.6712
H 8.5094 -0.0934 2.7157
H 9.1142 -0.7245 1.1789
H 9.4427 0.9670 1.6528
*
```

Values from the calculation:
LUMO level = 0.0227 hartree
SMILES string = CCCCCCCCC[Si@H]([C@@H](Br)CC)P(O)O.CNC(C)=O
HOMO-LUMO gap = 9.151 eV
E_HOMO = -8.53 eV

[3]
C2H7NS | wB97M-V/def2-TZVPD

ORCA input file:
```
! RIJCOSX wB97M-V def2-TZVPD def2/J DEFGRID3
* xyz 0 1
C -0.2169 -1.5865 -0.8679
N 0.2422 -0.4581 -1.1679
C -0.6804 0.6762 -1.1463
H -1.2368 -1.6982 -0.4777
H 0.4003 -2.4715 -0.9453
H -1.3410 0.6409 -0.2741
H -1.2397 0.6850 -2.0805
H -0.0833 1.5813 -1.0989
S 1.4282 0.8208 2.0526
H 0.4039 0.8129 2.9458
H 2.3236 0.9973 3.0602
*
```

Values from the calculation:
LUMO level = 0.0318 hartree
SMILES string = C=NC.S
HOMO-LUMO gap = 10.428 eV
E_HOMO = -9.56 eV
ΔE to the lowest compared entry with this formula, charge and spin = 1.008 eV

Look up the HOMO-LUMO gap of the third one.
10.428 eV

What is the E_HOMO in the third record?
-9.56 eV

LUMO level of number 1 (C13H32F3NO4P2)?
0.0175 hartree

Which value of E_HOMO does entry 2 give?
-8.53 eV